{
  "formula": "C26H75N3O10",
  "method": "the ωB97M-V functional and the def2-TZVPD basis",
  "species": ["C", "C", "C", "O", "C", "N", "H", "H", "H", "H", "H", "H", "H", "H", "H", "H", "H", "C", "C", "C", "O", "C", "N", "H", "H", "H", "H", "H", "H", "H", "H", "H", "H", "H", "C", "C", "C", "O", "C", "N", "H", "H", "H", "H", "H", "H", "H", "H", "H", "H", "H", "C", "C", "O", "H", "H", "H", "H", "H", "H", "C", "C", "O", "H", "H", "H", "H", "H", "H", "C", "C", "O", "H", "H", "H", "H", "H", "H", "C", "C", "O", "H", "H", "H", "H", "H", "H", "C", "C", "O", "H", "H", "H", "H", "H", "H", "C", "C", "O", "H", "H", "H", "H", "H", "H", "C", "C", "O", "H", "H", "H", "H", "H", "H"],
  "coordinates": [[-1.339910, -16.187420, -16.269480], [-2.464180, -16.356430, -15.289550], [-1.941230, -16.605200, -13.953560], [-2.973660, -16.881900, -12.969210], [-2.459500, -16.980820, -11.617430], [-3.249830, -15.180090, -15.317120], [-1.690140, -16.058210, -17.293560], [-0.730180, -17.090070, -16.230220], [-0.724720, -15.320190, -16.029560], [-3.083560, -17.233320, -15.478100], [-1.376570, -15.749990, -13.582250], [-1.338680, -17.505000, -14.077700], [-2.397730, -15.979410, -11.191430], [-1.467530, -17.430470, -11.573910], [-3.140330, -17.589050, -11.021920], [-3.730770, -15.181790, -16.205250], [-4.003830, -15.306130, -14.657040], [-7.148970, -14.422380, -11.855660], [-5.792490, -14.636100, -12.472720], [-4.607320, -13.960720, -11.640610], [-4.661950, -14.385720, -10.246080], [-3.639020, -13.792790, -9.428440], [-5.522220, -16.046940, -12.633870], [-7.950600, -14.767860, -12.508450], [-7.413830, -13.388670, -11.633390], [-7.237490, -14.945810, -10.903670], [-5.711540, -14.180270, -13.459520], [-4.715660, -12.877510, -11.585550], [-3.684600, -14.259520, -12.138000], [-4.056390, -14.034360, -8.450920], [-3.533150, -12.737090, -9.678240], [-2.699340, -14.343200, -9.474610], [-4.530740, -16.238430, -12.653800], [-5.808800, -16.478710, -11.766950], [-7.352190, -18.028360, -14.538170], [-6.699850, -17.531590, -15.870060], [-7.735250, -17.488580, -17.033940], [-8.815390, -16.618890, -16.660780], [-10.100190, -16.929490, -17.139310], [-6.071340, -16.235400, -15.572270], [-7.896820, -17.184260, -14.115130], [-6.713140, -18.434000, -13.753850], [-8.185560, -18.702690, -14.735390], [-5.881380, -18.157380, -16.225870], [-8.157510, -18.481910, -17.185930], [-7.154730, -17.217890, -17.915880], [-10.490130, -17.791310, -16.597710], [-10.110610, -17.191250, -18.197360], [-10.731460, -16.051450, -17.002760], [-6.779820, -15.544640, -15.369750], [-5.715400, -16.433160, -14.647990], [-8.869460, -12.317670, -14.398550], [-9.427690, -13.636280, -14.840620], [-8.404720, -14.292510, -15.501840], [-8.033990, -12.334570, -13.698690], [-9.669850, -11.762320, -13.909610], [-8.550650, -11.883570, -15.346190], [-10.239680, -13.364290, -15.515000], [-9.818590, -14.235720, -14.018450], [-8.704310, -15.065150, -15.986470], [-9.692600, -13.759370, -9.522600], [-9.015110, -13.773010, -8.157060], [-9.527430, -14.797070, -7.409050], [-9.237010, -13.020020, -10.181310], [-10.745700, -13.496590, -9.422560], [-9.723780, -14.717820, -10.040770], [-9.244560, -12.829990, -7.660920], [-7.933810, -13.754490, -8.293210], [-9.192100, -14.857310, -6.511540], [-5.294370, -10.725420, -9.147220], [-6.806240, -10.765760, -9.370940], [-7.298560, -9.957050, -10.431830], [-4.626240, -10.981610, -9.969450], [-5.097070, -11.375180, -8.294580], [-4.951490, -9.710760, -8.944750], [-7.273330, -10.534900, -8.413530], [-6.998480, -11.824390, -9.545380], [-8.236310, -10.130610, -10.541800], [-5.757170, -16.536780, -7.293300], [-6.586240, -16.765900, -8.584300], [-5.772040, -16.644800, -9.765340], [-5.012530, -17.331650, -7.250940], [-6.363460, -16.537610, -6.387480], [-5.180240, -15.614030, -7.354850], [-7.338190, -15.987770, -8.715370], [-7.122940, -17.713900, -8.621070], [-5.437740, -15.746020, -9.720140], [0.286840, -13.404220, -10.670810], [0.817190, -14.530230, -9.779780], [0.682100, -15.770830, -10.522840], [-0.009280, -12.503510, -10.133100], [-0.627800, -13.723430, -11.170440], [1.046320, -13.150190, -11.410240], [0.294430, -14.625470, -8.828070], [1.886020, -14.458250, -9.578450], [1.201950, -15.665280, -11.322980], [-5.324270, -10.754550, -13.326890], [-5.962320, -9.368150, -13.464740], [-5.815680, -8.514790, -12.354740], [-5.146480, -11.251830, -14.280400], [-5.948970, -11.399230, -12.708650], [-4.335280, -10.652130, -12.880220], [-7.034160, -9.376010, -13.662730], [-5.424030, -8.874340, -14.273750], [-6.389850, -8.816980, -11.647200], [-9.981760, -17.127780, -12.310720], [-9.013760, -17.636030, -11.173220], [-9.695720, -18.592570, -10.429660], [-10.203720, -18.037520, -12.868590], [-9.548460, -16.363730, -12.956140], [-10.878780, -16.689000, -11.873790], [-8.609680, -16.802260, -10.599080], [-8.112700, -18.109020, -11.563710], [-10.176190, -18.063490, -9.788700]],
  "forces_ev_per_angstrom": [[0.5, -0.7, -0.3], [-0.4, -0.2, -0.5], [0.6, -0.5, 2.1], [0.7, -0.3, -0.2], [0.0, 0.1, -0.4], [-1.4, 0.8, 0.0], [-0.1, -0.1, 0.0], [0.3, 0.1, -0.3], [-0.1, 0.0, 0.2], [0.0, -0.5, -0.6], [0.4, 0.0, -0.1], [0.4, 0.0, 0.6], [0.1, 0.0, 0.1], [0.0, 0.0, -0.2], [-0.1, 0.1, -0.2], [-0.1, 0.6, -0.4], [-0.1, 0.4, 0.4], [-0.7, 0.2, 0.2], [0.9, 1.0, 0.6], [-1.1, -0.7, 0.8], [0.6, 0.5, -1.7], [-0.9, -1.1, 0.1], [-0.3, 0.7, 0.7], [0.1, -0.2, -0.1], [0.5, 0.2, -0.2], [0.1, -0.2, -0.1], [-0.1, 0.4, -0.1], [0.0, 0.1, -0.6], [0.3, 0.1, 0.2], [0.4, 0.9, 0.4], [0.1, -0.1, 0.4], [0.2, 0.1, -0.5], [0.8, -0.3, -0.9], [-0.8, -1.0, 0.3], [-1.0, 0.3, -0.2], [-0.6, -0.2, -0.6], [0.1, 0.0, 1.4], [1.3, 0.1, -0.4], [-0.3, -0.5, -0.4], [-1.2, -1.4, 0.7], [0.3, 0.2, 0.1], [0.4, 0.0, -0.4], [0.3, -0.5, -0.3], [-0.1, -0.4, 0.2], [0.2, -0.2, 0.0], [-0.6, 0.5, -0.4], [-0.2, 0.0, 0.2], [0.2, 0.1, -0.2], [0.0, -0.1, 0.1], [-0.6, 1.1, -0.6], [1.6, 0.4, 1.0], [-0.3, 0.3, 0.1], [-0.3, 0.5, 0.6], [1.4, -0.4, -0.3], [0.1, -0.4, -0.1], [0.0, 0.4, -0.2], [0.1, 0.7, 0.3], [-0.3, -0.4, -0.1], [-0.2, -0.1, 0.2], [-0.3, -0.4, -0.2], [-0.5, 0.1, 0.0], [0.0, 1.6, -0.9], [-0.6, -1.9, 0.5], [0.1, 0.0, 0.0], [0.0, 0.2, 0.2], [0.5, -0.2, 0.1], [0.0, 0.4, 0.0], [0.4, -0.5, 0.1], [0.2, 0.3, -0.1], [0.0, 1.2, -0.2], [0.7, -0.9, 0.2], [0.4, -0.1, 0.2], [-0.6, -0.5, -0.4], [0.2, 0.1, 0.0], [-0.2, 0.1, 0.5], [-0.2, 0.3, 0.0], [-0.5, -0.2, -0.3], [-0.1, 0.0, 0.1], [-0.1, -0.7, -1.0], [0.0, 0.8, -0.1], [-0.3, -1.2, 0.6], [0.0, -0.1, 0.3], [0.0, 0.0, -0.1], [-0.2, 0.2, 0.0], [-0.4, 0.1, 0.5], [0.3, -0.1, 0.1], [0.5, 0.4, -0.3], [0.0, 0.1, 0.5], [0.1, -0.5, -1.1], [-0.4, 0.1, 0.6], [0.4, 0.1, 0.2], [0.1, -0.3, -0.1], [-0.2, 0.1, -0.1], [-0.1, -0.2, -0.2], [0.0, 0.6, 0.3], [0.1, 0.0, -0.1], [-0.2, 0.1, 0.3], [0.3, 0.3, -0.2], [0.7, 0.1, 0.2], [-0.3, 0.1, -0.2], [0.1, -0.1, 0.1], [0.0, 0.1, 0.2], [0.0, -0.5, -0.6], [-0.3, 0.2, -0.2], [-0.1, -0.2, 0.2], [1.2, -0.5, 0.9], [-0.1, 1.0, -1.8], [0.0, 0.1, 0.9], [-0.4, 0.3, -0.3], [0.2, -0.1, -0.1], [-0.1, -0.2, 0.1], [-0.3, 0.1, 0.4], [-0.1, -0.2, -0.4], [-0.4, -0.4, 0.4]],
  "lowdin_charge": [-0.040, -0.509, -0.182, -0.240, -0.047, 0.093, 0.088, 0.088, 0.094, 0.145, 0.141, 0.140, 0.067, 0.092, 0.097, 0.081, 0.029, -0.033, -0.338, -0.086, -0.243, -0.043, 0.183, 0.070, 0.072, 0.064, 0.133, 0.100, 0.118, 0.087, 0.075, 0.082, 0.045, 0.080, -0.024, -0.312, -0.129, -0.239, -0.066, 0.211, 0.051, 0.087, 0.091, 0.144, 0.132, 0.132, 0.097, 0.099, 0.100, 0.073, 0.037, -0.076, -0.344, -0.090, 0.046, 0.085, 0.090, 0.120, 0.099, 0.029, -0.068, -0.367, -0.048, 0.056, 0.082, 0.058, 0.113, 0.089, 0.100, -0.071, -0.285, -0.068, 0.052, 0.079, 0.086, 0.117, 0.082, 0.099, -0.046, -0.263, -0.127, 0.079, 0.076, 0.052, 0.076, 0.118, 0.010, -0.087, -0.277, -0.111, 0.072, 0.051, 0.076, 0.107, 0.108, 0.074, -0.090, -0.313, -0.080, 0.074, 0.033, 0.077, 0.108, 0.112, 0.033, -0.059, -0.330, -0.047, 0.075, 0.027, 0.075, 0.072, 0.101, 0.093],
  "energy_ha": -1951.8097,
  "charge": 1,
  "max_force_ha_per_bohr": 0.043,
  "multiplicity": 2
}